Entry 1:
{"formula": "C6H17NO", "method": "wB97M-V/def2-TZVPD", "de_lowest_ev": 2.925, "spin_multiplicity": 1, "homo_energy_ev": -7.875, "orbital_gap_ha": 0.3206, "elements": ["H", "H", "H", "C", "H", "H", "H", "C", "C", "H", "H", "C", "H", "H", "C", "H", "H", "H", "C", "H", "H", "O", "H", "H", "N"], "positions_angstrom": [[-2.26557, 0.39912, -1.70162], [-1.33986, 0.69274, 1.86189], [0.83395, -2.09331, -1.98228], [-1.00934, -1.70706, 0.76228], [3.04882, 1.97663, 0.93406], [1.09553, 2.71361, -0.36175], [1.09708, 0.78768, -0.47119], [-2.09445, -0.56900, -1.23349], [-1.43323, 0.74943, 0.78220], [-2.09181, 1.52917, 0.41465], [1.72752, -1.92894, -0.45348], [2.02475, 1.88778, 1.29958], [-1.92775, -2.14839, 1.16164], [-0.57342, -2.43473, 0.08247], [1.39983, -1.38796, -1.35592], [2.31166, -1.10821, -1.90424], [0.00743, 1.59116, 0.54287], [-0.32773, -1.53525, 1.59341], [-1.34301, -0.42431, 0.05696], [-1.53451, -1.18859, -1.93461], [1.94002, 0.94403, 1.83863], [0.62528, -0.26731, -1.06543], [-3.06297, -1.04358, -1.04309], [1.81632, 2.70808, 1.99220], [1.07545, 1.85720, 0.18425]], "forces_ev_per_angstrom": [[-0.0231, 0.0057, 0.0196], [0.3023, 0.0551, 0.0404], [0.0754, -0.0069, 0.0118], [0.2487, 0.0888, -0.1910], [-0.0596, 0.0260, 0.0077], [-0.1467, -0.1876, 0.0321], [-0.3632, -0.7512, -0.7033], [0.4544, 0.0252, -0.2242], [-0.8804, -1.3189, -0.3243], [0.1755, 0.1381, -0.1345], [-0.0279, -0.0649, -0.0133], [-0.0864, 0.0108, 0.0466], [-0.0233, 0.1038, -0.0316], [0.0928, -0.0396, -0.0136], [0.1656, 0.4157, 0.0704], [-0.0090, -0.1639, -0.0767], [2.0367, 0.7605, -0.7942], [0.0413, -0.0266, 0.0221], [-1.2021, 0.9193, 1.1648], [-0.0814, -0.0142, 0.0128], [0.0250, 0.0415, 0.0286], [0.6378, 0.8416, 0.4113], [0.0663, 0.0293, 0.0763], [0.0649, -0.0863, -0.0426], [-1.4837, -0.8012, 0.6049]]}


Entry 2:
{"formula": "C5H10NO", "method": "wB97M-V/def2-TZVPD", "de_lowest_ev": 3.108, "spin_multiplicity": 3, "homo_energy_ev": [-12.349, -13.820], "orbital_gap_ha": [0.3185, 0.2915], "charge": 1, "elements": ["C", "H", "O", "H", "C", "C", "C", "H", "H", "H", "C", "H", "H", "N", "H", "H", "H"], "positions_angstrom": [[-0.33171, 0.16618, 0.25337], [-1.37892, 1.81238, -0.98721], [-0.12208, -2.49566, -0.36651], [1.19306, 0.41499, -1.43867], [-0.89163, -0.81123, 1.11596], [0.38978, -0.23965, -1.09247], [0.88596, -1.72919, -0.76685], [1.36988, -0.48186, 1.75624], [-1.77136, 1.75164, 0.52874], [-0.37694, -0.49863, -1.76751], [0.29763, -0.12228, 1.55095], [1.10274, -2.17572, -1.79598], [-1.66564, -1.52103, 1.38695], [-0.99432, 1.49138, -0.08060], [1.72718, -1.74053, -0.05749], [-0.45749, 2.33236, -0.11614], [0.25737, 0.60642, 2.38188]], "forces_ev_per_angstrom": [[1.4401, 0.3162, -3.9160], [-0.4226, -2.3564, -0.6831], [-0.3584, -1.2483, 0.2090], [-0.3286, 0.0412, 0.0471], [-0.8614, 0.2566, 1.1562], [0.2641, -2.1766, 3.0567], [0.2843, 1.3978, -2.0266], [-1.4889, -0.1669, -1.1874], [-0.0272, -0.3726, 0.5725], [-0.8636, 0.5819, -1.3707], [2.0432, 0.7489, 2.5442], [0.6827, 0.2069, 1.0656], [0.2778, 0.3201, -0.2988], [-2.1263, 2.2822, 0.1851], [0.1700, -0.4481, -0.5257], [2.1262, 0.6073, 1.4356], [-0.8115, 0.0097, -0.2638]]}


Entry 3:
{"formula": "C7H15N3O2", "method": "wB97M-V/def2-TZVPD", "smiles": "C[C@H]1CCC[C@H](C)N1N(O)N=O", "de_lowest_ev": 3.804, "spin_multiplicity": 1, "homo_energy_ev": -9.427, "orbital_gap_ha": 0.3750, "elements": ["H", "H", "H", "C", "C", "O", "H", "H", "H", "O", "N", "H", "H", "N", "C", "H", "H", "C", "C", "H", "H", "C", "H", "H", "C", "H", "N"], "positions_angstrom": [[-1.50007, -0.91582, 0.94895], [2.53452, -1.46793, 0.52420], [-0.54658, -3.11367, 0.51629], [1.78930, 0.10340, -0.67704], [1.97368, -0.55775, 0.67378], [-3.83076, 0.77330, -1.38861], [0.75198, -1.77297, 1.95555], [1.67070, -0.72197, -1.40118], [0.63802, 1.85247, 1.25032], [-2.28049, 1.43741, 0.43376], [-1.82745, 0.75896, -0.70621], [-0.22997, 2.81620, 0.09498], [-3.21184, 1.58792, 0.14650], [-0.64852, 0.11701, -0.59235], [0.62153, -0.83184, 1.35842], [2.65926, 0.02567, 1.33655], [1.45873, 2.77299, -0.03795], [-0.57163, -0.99352, 0.41973], [0.60362, 2.14429, 0.19951], [2.65036, 0.72420, -0.97700], [0.48961, -0.01757, 2.08019], [-0.52087, -2.35368, -0.23845], [-1.35470, -2.54734, -0.94421], [0.47699, 1.32989, -1.77400], [0.52082, 0.96202, -0.77039], [0.37853, -2.47120, -0.82428], [-2.69477, 0.35952, -1.60706]], "forces_ev_per_angstrom": [[-0.4170, 0.0031, 0.6987], [0.0284, -0.4970, -0.1002], [0.0117, -0.5229, 0.4542], [-0.3342, -0.2178, -0.7465], [0.6114, 0.4279, 0.4635], [0.1281, 0.1024, -0.1429], [-0.4155, 0.8019, -0.3937], [0.1827, 0.4955, -0.0732], [0.1346, -0.0448, -0.1525], [-0.4636, -0.1553, -0.5909], [0.6324, -0.3445, 0.3168], [-0.5842, 0.0935, -0.0783], [-0.1193, 0.0193, 0.2295], [0.5887, -0.7623, 0.0979], [0.7503, -0.3484, 1.1437], [-0.8094, -0.1513, -0.3276], [0.3850, -0.1775, 0.0537], [0.0847, 0.5378, -0.7054], [0.0582, 0.2939, -0.0921], [-0.3029, -0.3368, 0.1128], [-0.4619, -0.2692, -0.1174], [-0.6525, 0.0173, -1.1413], [0.2862, 0.3361, 0.4839], [-0.1212, 0.4145, -0.6949], [0.7395, 0.2353, 0.8807], [0.4278, -0.0725, -0.0955], [-0.3678, 0.1220, 0.5168]]}


Entry 4:
{"formula": "C4H10NS", "method": "wB97M-V/def2-TZVPD", "smiles": "CCNCC[S-]", "de_lowest_ev": 0.885, "spin_multiplicity": 1, "homo_energy_ev": -2.162, "orbital_gap_ha": 0.2265, "charge": -1, "elements": ["H", "H", "H", "H", "C", "N", "H", "H", "H", "S", "H", "C", "C", "H", "C", "H"], "positions_angstrom": [[-1.39970, 1.39820, -2.02817], [-1.34158, -0.23266, -1.30729], [-2.06632, 1.10817, -0.46523], [0.23978, -1.04933, 2.32608], [-1.29589, 0.82883, -1.07509], [0.19857, 0.74878, 0.90013], [0.37841, -1.43490, -0.68526], [-1.03654, -0.87378, 1.06994], [0.87853, 0.97255, -1.10391], [2.50348, -1.03693, 0.04017], [0.16670, 2.40803, -0.39841], [0.04808, 1.26894, -0.47951], [0.02698, -0.69542, 1.24887], [1.10745, 0.95962, 1.37409], [0.81836, -1.63848, 0.26413], [0.77368, -2.73163, 0.31947]], "forces_ev_per_angstrom": [[-0.1302, -0.4952, 0.3987], [0.1031, -0.0179, 0.1120], [-2.1523, 0.5963, 1.7233], [-0.0414, 1.5113, -1.4120], [2.4353, 0.6773, -2.2863], [1.0029, -0.2299, 2.6179], [-0.7145, 0.0417, -0.9452], [-0.2561, -0.3597, 0.2651], [0.2925, -0.4467, -0.3830], [1.0711, -0.2856, 0.2687], [-0.6203, -1.4255, -0.0722], [0.3324, 0.1679, 1.3663], [-0.3703, -1.3960, -1.0529], [-0.8752, 0.2708, -1.4703], [0.1559, 1.2503, -0.0699], [-0.2328, 0.1410, 0.9397]]}


Entry 5:
{"formula": "C19H30FN3O8S", "method": "wB97M-V/def2-TZVPD", "smiles": "N#COc1cc(F)c2nsnc2c1O.COCCOCCOC.COCCOCCOC", "spin_multiplicity": 1, "homo_energy_ev": -8.976, "orbital_gap_ha": 0.2506, "elements": ["H", "H", "H", "H", "H", "H", "H", "H", "H", "C", "O", "H", "C", "H", "C", "O", "C", "F", "C", "C", "O", "H", "C", "C", "C", "N", "C", "C", "H", "C", "S", "H", "C", "H", "H", "H", "N", "H", "N", "O", "H", "C", "H", "C", "C", "O", "H", "H", "H", "O", "C", "H", "C", "H", "O", "H", "H", "H", "O", "C", "H", "H"], "positions_angstrom": [[1.92026, 5.33385, 6.55723], [-0.89750, 0.69395, -4.58697], [-0.32283, 2.64981, 3.89525], [-0.46963, -5.82017, -0.33226], [2.18386, -2.36634, -3.13249], [-0.67573, 2.13579, -3.60064], [1.90426, 1.31344, 5.09320], [0.86007, 4.94503, 4.33145], [2.91360, -0.80166, -2.72202], [1.35280, 3.96884, 4.39363], [1.28153, 3.53061, 5.75255], [1.72993, 0.22720, -5.61638], [-3.45423, -3.47784, 0.55015], [0.59566, -0.80340, 0.52761], [1.98076, -1.37409, -2.72121], [0.69382, 1.96429, -5.07595], [0.37733, -0.03255, 4.28749], [-3.43027, -6.23715, 0.26744], [1.76253, -3.54940, 1.05925], [1.25474, 1.09806, -6.07073], [1.45413, 1.85777, 3.12185], [2.04543, 1.68401, -6.55148], [2.15684, 4.26511, 6.59304], [0.63085, 2.97602, 3.47727], [-2.70757, -4.93980, 0.25168], [-4.91584, -3.20835, 0.84525], [-1.68206, -0.61125, -7.53766], [-1.85919, -0.05642, 5.04633], [-2.35074, 0.25442, -7.51288], [-1.09185, -4.85825, -0.07335], [-5.13543, -1.48126, 1.01886], [-2.26339, -0.00592, 4.03049], [-1.08326, -1.96208, 0.28880], [1.60447, -1.48382, -1.70077], [-0.04426, -0.24450, 3.29914], [2.39909, 4.06558, 4.08572], [-3.53076, -0.76586, 0.83238], [-2.22794, -1.48093, -7.16203], [2.11529, -3.66744, 2.32296], [1.12057, -3.35902, -0.28380], [-1.76250, -1.09781, 5.36427], [-0.14422, 1.32209, -4.10702], [3.19665, 4.09664, 6.29718], [-0.33859, -3.39658, -0.03227], [-2.71221, -2.01023, 0.56763], [-0.39451, -0.66036, 0.34286], [0.41262, 3.48592, 2.53280], [0.03938, 0.41044, -2.15788], [0.77033, 0.38068, -8.04808], [1.01541, -0.73900, -3.54531], [0.23832, 0.70453, -7.14714], [0.66302, -0.97055, 4.77491], [0.65624, 0.55339, -3.05124], [-0.40038, 1.56119, -7.38607], [-0.56165, -0.39109, -6.69607], [-1.35985, -0.81288, -8.56479], [2.44571, 0.23718, 3.80891], [-2.55102, 0.45669, 5.71942], [-0.60469, 0.60450, 5.10797], [1.61083, 0.86396, 4.14231], [1.55887, 1.11576, -2.78950], [2.02697, 3.90923, 7.61866]], "forces_ev_per_angstrom": [[0.1137, 0.0439, 0.0006], [0.1692, -0.1868, 0.0450], [0.1056, 0.0258, 0.2339], [-1.4540, 2.1790, 0.6358], [-0.1302, 0.1416, 0.0258], [0.1627, -0.0537, -0.0546], [-0.2493, -0.0104, 0.0414], [0.0559, 0.1342, -0.1612], [0.0562, 0.0202, 0.1503], [-0.5561, -0.4555, 0.4151], [0.2542, 0.0455, -0.1209], [-0.2205, -0.1356, -0.0454], [-1.8886, 2.0569, 0.5214], [-2.0439, 0.0070, -0.4298], [-0.2848, 0.1778, -0.4057], [-0.0754, -0.4910, -0.0227], [0.0510, 0.5303, 0.6231], [2.3118, 4.4936, -0.0612], [0.8399, -0.4213, 7.1749], [-0.3888, 0.4231, -0.1763], [-0.2078, 0.0206, 0.3893], [-0.1552, 0.0239, 0.0478], [-0.2998, -0.2533, -0.0984], [0.5483, 0.1317, -0.1086], [3.3591, 1.8783, -0.4818], [4.9370, 1.7859, -0.9169], [0.2744, -0.0734, 0.2932], [0.2901, 0.3065, 0.0764], [-0.0371, 0.0438, -0.1555], [-3.6391, 2.2041, 1.1093], [3.6962, -2.3646, -0.6243], [-0.0488, -0.1506, -0.0589], [0.3179, -2.7108, -0.2309], [0.0985, 0.0455, 0.0330], [0.0494, -0.0344, -0.0875], [0.0057, 0.0073, -0.1041], [0.1556, -7.1974, -0.8353], [0.1751, 0.1143, 0.0018], [-3.0619, 1.0907, -11.6595], [-0.2931, -0.8290, 5.0802], [-0.0651, -0.1145, -0.0554], [0.4637, 0.2327, 0.2087], [0.0765, 0.1462, -0.0139], [-3.8428, 1.6548, 0.8543], [0.9438, 0.2192, -0.2240], [-0.3440, -4.0565, 0.2452], [0.1276, -0.0678, 0.0737], [-0.0069, 0.1604, 0.1418], [0.0637, 0.1481, -0.1447], [0.2382, 0.0642, 0.0884], [0.1559, -0.6201, 0.5204], [0.0888, -0.1629, -0.1341], [-0.3613, -0.4396, -0.4989], [0.0611, 0.0853, -0.0050], [-0.1311, 0.2320, -0.0805], [-0.0868, 0.0629, -0.0593], [-0.1389, 0.0662, -0.0490], [0.1974, -0.0275, -0.0513], [-0.0783, -0.0658, -0.2586], [-0.2587, -0.1950, -0.4293], [-0.0237, 0.1068, 0.0114], [-0.0724, 0.0068, -0.1987]]}


Entry 6:
{"formula": "C2H9N2S", "method": "wB97M-V/def2-TZVPD", "de_lowest_ev": 0.829, "spin_multiplicity": 1, "homo_energy_ev": -12.270, "orbital_gap_ha": 0.3055, "charge": 1, "elements": ["N", "H", "H", "H", "N", "H", "H", "C", "H", "H", "S", "C", "H", "H"], "positions_angstrom": [[3.15651, 1.50368, 0.09428], [-3.20932, 0.56955, 0.31915], [-4.03068, -0.50853, -0.93666], [2.49719, -0.75635, -0.66594], [1.80023, -0.34099, -0.07028], [0.95473, -0.97340, -0.14235], [3.87390, 1.17761, -0.65859], [1.99144, 0.88226, 0.34698], [-2.28722, -2.48762, -0.37379], [1.27835, 1.29945, 1.06338], [-1.82134, -1.22921, -0.30061], [-3.48590, -0.51670, -0.00402], [-4.01036, -1.03926, 0.76460], [3.29247, 2.41951, 0.56383]], "forces_ev_per_angstrom": [[-0.1111, 0.2077, -0.6309], [-1.0145, -1.9031, -0.5133], [-0.1591, 0.1133, -0.0641], [0.5241, 0.1196, -0.1009], [-1.0004, -1.5711, -1.2415], [0.5550, 1.8486, 0.9680], [-1.8921, 0.8001, 2.0533], [1.4639, -0.5997, 0.2351], [0.4285, -0.0022, -0.0798], [0.1976, 0.2083, -0.4813], [-0.6340, -0.4786, 0.0900], [1.7079, 2.4810, 0.0233], [-0.1903, -0.2024, 0.5310], [0.1245, -1.0213, -0.7888]]}